Model w:
19
Properties=species:S:1:pos:R:3 method="wB97M-V/def2-TZVPD" total_charge=0 smiles="C/C=C1/C=CCC1.[H][H]" orbital_gap_ev=9.29 homo_ev=-8.11
C -2.2069 -1.1276 1.0142
C -1.6121 -0.4137 -0.1638
C -0.4021 0.1470 -0.2108
C 0.1442 0.9144 -1.3423
C 1.2689 1.5473 -0.9988
C 1.6384 1.2946 0.4439
C 0.6700 0.1664 0.8676
H -3.1782 -0.6935 1.2820
H -2.3832 -2.1888 0.7971
H -1.5593 -1.0701 1.8946
H -2.2433 -0.3392 -1.0508
H -0.3499 0.9730 -2.3087
H 1.8403 2.2093 -1.6440
H 2.6911 1.0171 0.5698
H 1.4809 2.2040 1.0403
H 0.2651 0.3076 1.8742
H 1.1986 -0.7959 0.8631
H 1.5093 -1.7544 -1.5868
H 1.2282 -2.3977 -1.3409


Model x:
19
Properties=species:S:1:pos:R:3 method="wB97M-V/def2-TZVPD" total_charge=0 smiles="C=C(C)CC1=CC1.[H][H]" orbital_gap_ev=9.72 homo_ev=-8.63
C 1.5637 -0.2118 -0.1336
C 0.7109 0.7587 -0.4601
C 0.9237 2.2074 -0.1086
C -0.5664 0.2730 -1.1464
C -0.9436 -0.9306 -0.3491
C -1.5146 -1.3589 0.7262
C -0.8829 -2.4167 -0.1114
H 1.4735 -1.1905 -0.5912
H 2.3225 -0.1204 0.6307
H 0.0059 2.7439 0.1619
H 1.3506 2.7214 -0.9808
H 1.6456 2.3036 0.7115
H -1.3929 0.9908 -1.0642
H -0.4179 0.0548 -2.2120
H -2.1779 -1.1296 1.5354
H -1.5371 -3.0550 -0.7063
H 0.0505 -2.9096 0.1938
H -0.2068 0.9874 1.8940
H -0.4067 0.2819 2.0103


Most stable structure among those shown: model w.